No. 1
19
Properties=species:S:1:pos:R:3:forces:R:3:lowdin_spin:R:1 method="wB97M-V/def2-TZVPD" spin_multiplicity=6 homo_ev="-7.90 / -9.73" orbital_gap_ev="7.343 / 8.404" lumo_ev="-0.6 / -1.3"
O -1.79222 3.39519 8.55095 -0.527 -0.284 -0.030 0.000
C -1.28958 3.36796 7.39957 0.813 -0.117 0.730 0.000
O -1.05724 2.30268 6.77666 -0.332 -0.493 -0.294 0.000
O -0.87984 4.54737 6.90264 -0.190 0.422 0.026 0.000
O 0.90513 5.94188 4.13664 0.230 -1.933 -2.289 0.014
C 0.19866 5.98101 5.34312 0.543 0.825 -0.369 0.021
C -0.15128 4.54100 5.68037 -0.051 -0.458 -0.341 0.003
Li -1.94164 1.45454 8.32018 0.321 0.819 -0.343 0.000
H -0.73440 6.55386 5.21346 0.099 0.158 0.410 0.018
H 0.85091 6.38006 6.13857 -0.483 0.219 0.144 0.003
H 0.76560 3.94544 5.79175 -0.238 0.136 -0.093 0.000
H -0.76211 4.10362 4.87858 0.249 0.094 0.166 0.000
C 1.75299 6.96167 3.32140 -0.476 -1.928 2.311 0.031
O 1.03321 8.03089 3.19147 -0.645 1.809 -0.630 0.258
O 2.18102 6.33938 2.15045 -0.767 0.583 1.148 0.009
H 1.50350 6.48990 1.48348 -0.136 -0.007 -0.048 0.001
Fe 0.22043 9.26813 4.36969 0.391 -0.506 -0.396 4.627
O 2.82383 7.06907 4.18298 0.368 -1.540 1.415 0.014
H 2.67441 6.22367 4.75776 0.831 2.201 -1.516 0.000

---

No. 2
45
Properties=species:S:1:pos:R:3:forces:R:3:lowdin_charge:R:1 method="wB97M-V/def2-TZVPD" homo_ev=-10.77 e_above_lowest_kj_mol=483.84 orbital_gap_ev=10.817 lumo_ev=0.0
O 2.34214 2.39604 1.07794 -1.716 -2.447 2.070 0.016
H 2.86221 2.50556 1.85306 0.801 0.286 0.757 0.046
H 2.60324 2.97222 0.43790 1.201 2.719 -2.607 -0.006
O -4.09070 0.12963 0.33933 -6.855 -0.246 1.159 -0.032
H -3.27080 0.03136 0.61376 7.338 -0.463 1.050 -0.122
H -4.43533 -0.16655 1.25244 -0.377 0.753 -2.183 0.096
O 0.29032 3.52565 -1.45381 2.079 -6.874 -6.274 -0.077
H -0.42983 2.87394 -1.91832 1.530 3.000 2.196 0.090
H -0.01424 4.11055 -0.89097 -3.161 4.100 4.221 -0.087
O -0.01855 -0.08764 4.88207 2.880 3.373 -1.044 -0.091
H 0.92550 0.29116 4.57047 -3.222 -1.486 0.987 0.118
H 0.07642 -1.00675 4.78406 0.356 -1.969 -0.204 -0.012
O -0.67926 -2.86885 -2.75858 0.190 -0.247 0.449 -0.058
H -0.66516 -2.67900 -3.68614 -0.130 0.135 -0.807 0.043
H 0.15116 -3.34946 -2.58068 -0.155 -0.176 0.090 0.005
O -1.64042 -0.62169 -1.75198 2.904 3.715 0.675 -0.057
H -0.62514 -0.62239 -1.81129 -2.371 -0.021 0.337 0.070
H -1.84025 -1.48875 -1.94981 -0.699 -2.989 -0.744 -0.046
O 2.29909 -0.96038 2.46710 1.297 -0.490 3.096 -0.059
H 2.58773 -1.89195 2.56313 -0.694 1.065 -0.988 0.062
H 1.79554 -0.72769 1.71794 -0.661 -0.341 -1.888 -0.053
O -2.05749 3.91327 0.99230 0.525 2.589 -2.683 -0.037
H -2.57651 4.49021 0.35000 1.824 -0.221 0.570 0.091
H -2.83959 3.52081 1.24810 -2.414 -2.436 2.028 -0.014
O -0.41758 -2.58852 0.86743 0.957 -3.888 -6.701 -0.057
H -1.09284 -3.04240 0.17803 2.167 1.967 2.816 0.130
H -0.86257 -2.27398 1.56812 -3.009 1.820 3.652 -0.066
O -2.13807 2.56916 -1.93449 -0.183 -2.172 1.518 -0.075
H -2.18851 1.58602 -1.98657 -0.145 0.142 -1.325 0.044
H -2.17697 2.46916 -0.95326 0.080 1.384 -0.255 0.045
O -1.43720 -0.07884 1.79179 -0.908 -0.034 0.439 -0.028
H -1.05861 -0.01793 2.66839 0.105 0.170 0.618 0.025
H -0.69838 -0.04353 1.19772 0.589 -0.284 -0.925 -0.018
O 3.04048 -1.75785 -0.23864 -0.732 0.557 -0.908 -0.050
H 2.08112 -1.81295 -0.30229 -0.569 -0.981 0.669 0.008
H 3.02569 -0.90433 -0.69668 1.235 0.212 0.007 0.019
O 0.93846 0.45041 0.23965 -0.419 -0.489 -0.531 -0.113
H 0.63359 1.15697 0.86015 1.266 -0.031 -1.555 0.062
H 1.47752 0.75749 -0.54850 -1.145 0.234 1.782 0.047
O 2.32590 0.71653 -2.55827 0.527 -4.032 -0.095 0.011
H 2.10896 1.58559 -2.60950 -0.827 4.558 0.140 -0.020
H 1.88537 0.37843 -3.34939 0.203 -0.408 0.184 0.070
O 1.20464 -4.49919 -1.79880 -9.084 -3.651 -4.268 0.084
H 0.63774 -4.75030 -1.09962 -0.026 -0.163 1.496 0.060
H 1.96121 -4.18923 -1.64330 9.451 3.761 2.981 -0.066

---

No. 3
17
Properties=species:S:1:pos:R:3:forces:R:3:lowdin_charge:R:1 method="wB97M-V/def2-TZVPD" homo_ev=-8.68 e_above_lowest_kj_mol=156.48 orbital_gap_ev=9.726 lumo_ev=1.0
C 0.69592 -0.00485 0.00762 -0.229 1.368 0.406 -0.518
C -0.16004 1.31750 0.03787 0.138 0.521 0.905 -0.132
C -1.22738 -0.66189 0.02910 0.837 -2.196 -0.451 -0.317
C -0.04700 -0.83352 -1.00446 -1.224 -0.357 -1.157 -0.094
C -0.09282 -0.82748 1.09804 -0.445 1.649 -1.101 -0.045
H 2.48502 0.72370 0.70018 -0.728 -0.249 -1.402 0.104
H 2.61238 -0.63028 -0.07672 0.134 -0.672 -0.430 0.060
H 0.07505 1.99042 -0.78911 -0.260 -0.376 -0.399 0.103
H 0.02276 2.00522 0.94546 -0.255 -1.436 -0.902 0.127
H -2.08715 1.01144 -0.83346 0.987 -0.583 1.407 0.129
H -2.09034 -1.32404 -0.08022 0.168 0.066 0.426 0.135
H -0.28483 -0.38575 -1.96502 0.237 0.269 -0.304 0.104
H 0.29082 -1.87547 -1.21128 -0.078 0.694 0.679 0.124
H 0.31719 -1.78376 1.13156 0.367 -1.841 0.184 0.083
H -0.23183 -0.40568 2.06380 -0.163 0.435 0.860 0.096
N 2.11414 0.23821 -0.16893 0.386 0.685 2.317 0.074
N -1.56000 0.72402 0.04119 0.129 2.022 -1.039 -0.034